No. 1
Molecular formula: C8H19IrNS6
Method: DFT, wB97M-V/def2-TZVPD

Orbital gap (spin up / spin down)   0.1979 / 0.2159 hartree
Net charge   +1
<S²>   6.021
Spin multiplicity   5

Geometry as XYZ:
```
35
Properties=species:S:1:pos:R:3:forces:R:3:mulliken_charge:R:1
Ir -0.45049 -0.02434 0.49437 0.13 0.65 0.48 1.0612
S -0.49053 -2.39265 0.26274 0.66 -0.43 0.66 0.0530
S -0.52503 2.41652 0.37220 0.66 -0.32 0.53 0.0360
C 0.76026 -3.30851 1.26562 -0.71 -0.21 -0.50 -1.0967
C 0.39867 -2.37967 -1.28250 0.05 -0.67 -1.16 -0.7268
C 1.26010 -1.18446 -1.63570 0.04 0.84 -0.18 -0.7160
N 0.44235 0.02636 -1.35370 0.04 0.07 -0.44 -1.0111
C 1.13257 1.31080 -1.66330 0.01 -0.81 -0.13 -0.6243
C 0.19130 2.43064 -1.25767 0.14 0.64 -1.06 -0.7880
H -0.39573 -2.46609 -2.01875 -0.03 -0.08 -0.32 0.3872
H 0.96241 -3.30456 -1.31228 0.15 -0.15 -0.23 0.5369
H 1.48020 -1.08286 -2.71474 0.12 -0.83 0.33 0.4750
H 2.22329 -1.15189 -1.08628 -0.70 0.13 -0.11 0.3568
H 1.30485 1.23458 -2.75445 0.09 0.82 0.39 0.4593
H 2.12002 1.36424 -1.16227 -0.64 -0.21 -0.05 0.3156
H -0.66438 2.43014 -1.92564 -0.15 0.05 -0.23 0.3780
H 0.66484 3.40029 -1.34915 0.17 0.19 -0.33 0.5479
C 0.83789 3.25571 1.27577 -0.70 0.18 -0.45 -0.9868
H -0.42933 -0.01926 -1.91540 0.88 0.03 -0.10 0.4935
H 1.83553 2.85135 1.12707 -0.17 -0.29 -0.11 0.2816
H 0.58625 3.28689 2.33012 -0.04 -0.07 0.07 0.3568
H 0.74928 4.25151 0.84362 0.36 0.19 0.31 0.4428
H 0.44702 -3.32649 2.30422 -0.10 0.05 0.04 0.3825
H 1.78576 -2.95863 1.18486 -0.20 0.26 -0.16 0.3459
H 0.64521 -4.29848 0.82267 0.28 -0.15 0.35 0.4366
C -3.19182 -0.05823 0.64274 0.07 -0.05 -1.98 -0.7303
C -2.72160 -0.07515 -0.70942 -1.40 0.07 1.71 -0.7645
H -3.48279 0.89410 1.10656 -0.01 -0.59 -0.25 0.4209
H -3.48333 -0.99317 1.13187 0.02 0.49 -0.18 0.4187
H -2.92004 0.85579 -1.28442 0.57 -0.72 0.33 0.3530
H -2.85344 -1.04243 -1.24135 0.44 0.77 0.28 0.3571
S -1.45209 0.03295 2.40771 -2.04 -0.58 0.21 -0.1889
S -0.06866 0.65426 4.03494 1.42 0.28 2.14 -0.1441
S 1.52876 -0.42751 3.57972 0.31 0.87 -1.70 0.1067
S 1.77267 -0.20174 1.48021 0.29 -0.42 1.84 -0.2255
```
Positions in Å, forces in eV/Å.


No. 2
Molecular formula: C8H19N2O
Method: DFT, wB97M-V/def2-TZVPD

Orbital gap   0.2817 hartree
Energy above the lowest of the compared OMol25 structures with the same formula, charge and spin   379.1 kJ/mol
Net charge   +1

Geometry as XYZ:
```
30
Properties=species:S:1:pos:R:3:forces:R:3:mulliken_charge:R:1
C 0.27735 -0.38920 1.05985 -0.86 -0.57 -2.21 -0.2850
C 1.08280 -0.17040 -1.02086 0.13 0.47 2.57 -0.1447
C -1.63623 1.02693 1.12505 -2.39 -2.81 -0.09 0.2469
C 1.03680 0.49173 1.84510 2.43 2.95 2.57 -1.5964
C -1.23016 2.37750 1.15635 0.87 0.99 1.69 -1.5116
C -1.89850 -1.27148 0.65391 0.24 -2.02 2.09 -1.1629
C -0.81553 0.16007 -2.41606 -0.59 -3.23 1.64 -0.9065
C 2.53852 -1.84772 -1.63181 -0.35 -2.15 2.71 -0.7973
N -1.10070 -0.14781 1.03244 1.92 1.45 0.20 0.2186
N 0.26820 0.63932 -1.66479 0.08 2.49 0.68 -0.1230
O 1.19045 -1.44977 -1.28853 0.09 -0.21 -1.31 -0.3236
H 0.55089 -1.37908 1.31669 -0.56 -1.26 -0.28 0.6548
H 1.99020 0.30522 -0.72506 0.57 0.41 0.62 0.5492
H -2.70324 0.92193 1.20195 -0.57 -0.04 -0.24 0.4990
H 0.59107 0.77762 2.86797 0.52 -0.38 -1.34 0.3351
H 1.34989 1.43435 1.33890 -0.23 -0.33 0.45 0.2868
H 1.97814 -0.03924 2.03590 -0.03 0.40 0.29 0.4271
H -0.31104 2.58525 0.70222 1.25 0.53 -0.49 0.3341
H -1.23986 2.71132 2.19560 0.44 0.15 0.22 0.3562
H -2.01900 2.94219 0.76201 -0.98 0.94 -1.05 0.4510
H -1.12866 -1.98523 0.33011 -0.84 -0.46 0.42 0.4200
H -2.59390 -1.62553 1.48980 1.15 0.36 -1.22 0.3030
H -2.40570 -1.00161 -0.19501 -1.74 0.42 -1.87 0.4952
H -0.83040 -0.94527 -2.09999 -0.85 1.48 -0.80 0.2920
H -1.74956 0.65583 -2.26245 -0.48 0.29 0.23 0.3081
H -0.52965 0.16432 -3.39960 0.16 0.05 -2.75 0.3795
H 2.53741 -2.86499 -1.13340 0.48 0.70 -1.57 0.2815
H 3.28346 -1.32582 -1.03455 -0.08 0.59 -0.12 0.3858
H 2.74157 -1.77110 -2.67413 -0.01 -0.25 -0.73 0.3093
H 0.32058 1.64228 -1.43745 0.21 -0.95 -0.31 0.3177
```
Positions in Å, forces in eV/Å.


No. 3
Molecular formula: C8H19N3O
Method: DFT, wB97M-V/def2-TZVPD

Orbital gap   0.4041 hartree
Energy above the lowest of the compared OMol25 structures with the same formula, charge and spin   133.5 kJ/mol
Net charge   +2

Geometry as XYZ:
```
31
Properties=species:S:1:pos:R:3:forces:R:3:mulliken_charge:R:1
C 1.14439 0.58746 -1.20219 -4.01 -0.82 1.98 -0.3805
C 0.36610 0.52959 0.91838 -4.68 0.24 0.73 -0.7489
C -1.02497 -0.04576 -0.27689 3.88 1.98 0.82 0.8002
C 3.60574 -1.09190 -0.72663 -2.31 3.60 0.58 -1.0228
C -2.22643 0.89750 -0.30098 -2.46 -0.29 2.91 -0.8607
C 3.32346 -0.50833 0.71376 2.60 0.08 -1.05 -0.3436
C 2.78335 0.91014 0.56884 -0.90 -0.12 3.23 -0.7479
C -3.55913 0.07708 -0.32145 -0.19 3.67 0.06 -0.7378
N 1.40863 0.83174 0.01362 1.29 0.29 2.00 0.1672
N -0.12204 0.15678 -1.41949 0.21 0.43 -3.66 -0.2725
N -4.12292 -0.30758 1.02883 2.43 -0.47 1.10 -0.2531
O -1.42181 -1.34940 -0.08256 -0.21 -0.24 0.48 -0.5031
H 1.86427 0.71712 -1.88691 2.14 0.36 -2.95 0.6011
H 0.06402 1.32320 1.74980 0.67 -1.02 -2.39 0.3377
H 0.46804 -0.35451 1.50082 0.78 -0.99 0.18 0.3744
H 2.59195 -1.53262 -0.96809 1.55 0.32 -1.02 0.2890
H 4.08692 -0.22042 -1.36895 -1.51 -1.89 0.74 0.2264
H 4.35570 -1.77102 -0.62374 1.71 -2.43 -0.06 0.4084
H -2.35145 1.48420 -1.16245 0.67 0.79 -1.39 0.3305
H -2.35925 1.65102 0.55656 0.98 -1.09 -1.04 0.3598
H 4.35606 -0.47085 1.18498 -1.47 0.19 0.00 0.3798
H 2.69530 -1.21362 1.23541 -0.18 0.08 0.52 0.2684
H 2.66128 1.45186 1.61663 0.48 -0.89 -2.34 0.2927
H 3.43860 1.41467 -0.09674 0.28 0.96 -0.45 0.4434
H -4.34992 0.68745 -0.87749 0.83 -0.85 1.21 0.4090
H -3.31464 -0.71939 -0.92138 -0.34 -2.47 -0.75 0.4444
H -0.39591 0.27709 -2.46374 -0.03 -0.61 2.54 0.3304
H -4.49706 0.43244 1.58630 -0.75 1.29 -0.14 0.3664
H -3.54701 -0.78183 1.78450 0.29 0.31 -1.66 0.3428
H -4.82263 -0.96042 0.86245 -2.18 -1.51 -0.33 0.3469
H -1.09866 -2.10171 -0.62116 0.45 1.07 0.15 0.3521
```
Positions in Å, forces in eV/Å.


No. 4
Molecular formula: C8H19N4O2V
Method: DFT, wB97M-V/def2-TZVPD

Orbital gap (spin up / spin down)   0.3276 / 0.3545 hartree
Net charge   +3
<S²>   0.772
Spin multiplicity   2

Geometry as XYZ:
```
34
Properties=species:S:1:pos:R:3:forces:R:3:mulliken_charge:R:1
V -0.07008 -0.05906 -0.03748 0.14 -2.02 0.93 0.8802
C 0.05817 1.51084 2.51496 0.03 -0.17 -0.02 -0.5438
C -0.53335 2.42032 1.45350 0.16 -0.06 -0.35 -0.6817
N 0.04236 2.03158 0.10855 -0.03 0.30 -0.19 -0.1487
C 1.50613 2.44022 -0.08091 -0.30 0.07 0.03 -0.5250
C 2.31154 1.30295 -0.68670 -0.10 -0.01 -0.06 -0.6748
N 1.99940 0.02611 0.03756 -0.16 0.25 0.00 -0.1002
C 2.50978 -0.04582 1.45689 0.07 0.04 -0.20 -0.6050
C 1.42566 -0.61539 2.34547 -0.19 0.02 0.05 -0.6003
N 0.12382 0.07924 2.00904 0.05 0.18 -0.17 -0.1479
H -0.53403 1.53323 3.42910 0.01 0.05 0.01 0.5056
H 1.07062 1.80491 2.78186 -0.01 0.05 0.00 0.3040
H -0.31310 3.46984 1.65231 -0.03 -0.01 0.12 0.4217
H -1.61652 2.31873 1.38046 -0.01 0.00 0.05 0.3247
H -0.49535 2.53018 -0.60300 0.01 0.09 0.06 0.3986
H 1.89221 2.74691 0.88880 0.02 0.02 -0.01 0.3074
H 1.53515 3.31004 -0.73539 0.10 0.03 0.03 0.4935
H 3.37939 1.52991 -0.66753 0.01 -0.04 0.04 0.4139
H 2.04110 1.14525 -1.73654 0.04 0.04 -0.02 0.3657
H 2.39630 -0.75334 -0.49180 0.02 0.00 0.00 0.3887
H 2.79760 0.95922 1.75715 0.03 -0.01 0.04 0.2833
H 3.40943 -0.65918 1.48686 -0.01 -0.02 0.06 0.5047
H 1.64712 -0.46720 3.40353 0.05 -0.02 0.00 0.4621
H 1.27372 -1.68017 2.17236 0.05 -0.01 0.00 0.3726
H -0.62825 -0.45007 2.45069 0.01 0.00 0.04 0.4101
N -2.31670 -0.27191 -0.29431 -0.02 -0.08 -0.17 -0.5878
C -2.75379 -1.70096 -0.15762 0.02 0.53 -0.01 -0.3703
C -1.59384 -2.65188 -0.25868 -0.10 -0.13 -0.09 0.3759
O -1.41296 -3.76478 -0.42426 -0.06 -0.11 0.02 -0.1884
O -0.30062 -1.71221 -0.06061 0.14 1.18 -0.22 -0.5175
H -2.89443 0.29175 0.33024 0.03 0.00 0.02 0.3036
H -2.59658 0.04012 -1.22781 0.03 0.05 0.01 0.3533
H -3.47678 -1.97213 -0.92911 0.00 -0.09 0.01 0.4548
H -3.23122 -1.85490 0.81253 0.03 -0.12 0.00 0.3670
```
Positions in Å, forces in eV/Å.


| no. | total energy (eV) |
| --- | --- |
| 1 | -77935.447 |
| 2 | -13621.467 |
| 3 | -15103.423 |
| 4 | -44318.240 |